ORCA calculation (ωB97M-V with the def2-TZVPD basis set) on a molecular structure, C28H55NiO2Si4 at a distorted geometry.

Values from the calculation:
- ⟨S²⟩ = 2.01
- charge = -1
- LUMO (alpha / beta) (eV) = 2.622 / 1.623
- frontier orbital gap (alpha / beta) (eV) = 5.17 / 4.05
- 2S+1 = 3

Cartesian coordinates (Å):
O1 -0.180 0.719 -5.330
C1 -0.246 2.151 -5.564
C2 -0.282 2.024 -7.073
H1 0.664 2.659 -5.216
H2 -1.138 2.592 -5.106
C3 -0.148 0.513 -6.781
H3 0.587 2.426 -7.601
H4 -1.240 2.303 -7.524
C4 1.161 -0.004 -7.351
H5 2.021 0.526 -6.925
H6 1.157 0.160 -8.440
H7 1.263 -1.084 -7.179
C5 -1.300 -0.351 -7.266
H8 -2.257 0.087 -6.963
H9 -1.186 -1.369 -6.864
H10 -1.257 -0.403 -8.366
Ni1 -0.535 -0.056 -0.974
C6 -2.476 -0.421 -0.577
C7 -1.974 0.667 0.215
C8 -1.637 1.737 -0.675
H11 -1.899 0.726 1.296
C9 -1.830 1.284 -2.006
C10 -2.378 -0.037 -1.955
H12 -2.751 -0.592 -2.811
H13 -2.838 -1.369 -0.197
H14 -1.363 2.745 -0.369
H15 -1.731 1.902 -2.895
C11 0.199 -1.204 0.476
C12 0.222 -2.605 0.126
C13 1.281 -2.830 -0.779
H16 -0.437 -3.364 0.555
C14 1.965 -1.612 -0.997
C15 1.282 -0.559 -0.273
H17 1.686 0.415 0.004
H18 -0.131 -0.848 1.455
H19 1.581 -3.799 -1.172
H20 2.916 -1.504 -1.507
O2 2.217 -0.912 -5.064
C16 1.158 -1.652 -4.397
C17 0.366 -0.773 -3.410
H21 1.622 -2.482 -3.827
H22 0.483 -2.111 -5.141
C18 1.262 0.470 -3.236
H23 0.209 -1.298 -2.454
H24 -0.618 -0.540 -3.818
C19 2.405 0.273 -4.243
H25 1.686 0.492 -2.230
H26 0.703 1.390 -3.378
H27 3.328 0.085 -3.664
H28 2.576 1.147 -4.895
C20 4.106 0.421 2.379
Si1 3.125 1.992 2.737
C21 3.794 2.803 4.297
C22 3.280 3.169 1.274
Si2 0.869 1.437 2.892
Si3 0.582 -0.091 4.629
C23 1.007 0.619 6.319
C24 -1.222 -0.627 4.581
C25 1.748 -1.550 4.365
Si4 -0.289 3.372 3.467
C26 0.287 4.126 5.093
C27 -0.013 4.585 2.048
C28 -2.113 2.919 3.569
H29 5.023 0.707 1.845
H30 3.554 -0.293 1.754
H31 4.399 -0.080 3.309
H32 4.885 2.879 4.175
H33 3.397 3.817 4.435
H34 3.592 2.216 5.201
H35 2.678 2.837 0.418
H36 2.982 4.193 1.527
H37 4.336 3.182 0.972
H38 0.190 1.234 6.715
H39 1.154 -0.235 6.996
H40 1.927 1.217 6.319
H41 -1.449 -1.226 3.688
H42 -1.409 -1.253 5.466
H43 -1.921 0.217 4.609
H44 1.351 -2.242 3.609
H45 2.760 -1.254 4.057
H46 1.831 -2.090 5.322
H47 1.376 4.111 5.224
H48 -0.045 5.174 5.114
H49 -0.172 3.607 5.946
H50 -0.140 4.110 1.066
H51 -0.757 5.389 2.142
H52 0.988 5.033 2.088
H53 -2.460 2.407 2.664
H54 -2.346 2.292 4.438
H55 -2.679 3.855 3.668

=====

ORCA calculation (ωB97M-V with the def2-TZVPD basis set) on 7 unconnected molecules or ions with the total composition H14O7 at a distorted geometry.

Values from the calculation:
- SMILES = O.O.O.O.O.O.O
- LUMO (eV) = -0.041
- frontier orbital gap (eV) = 10.34
- relative energy (zero: lowest compared OMol25 entry of this formula, charge and spin) (eV) = 2.109

Cartesian coordinates (Å):
O1 -21.793 -0.814 -3.747
H1 -22.429 -0.588 -4.378
H2 -22.149 -0.624 -2.875
O2 -21.237 4.861 -4.166
H3 -21.801 5.378 -3.573
H4 -21.829 4.078 -4.331
O3 -22.524 2.514 -4.001
H5 -22.716 2.163 -4.832
H6 -23.014 1.931 -3.424
O4 -22.378 2.599 -7.079
H7 -22.440 3.549 -7.072
H8 -21.450 2.499 -7.229
O5 -19.902 1.953 -3.857
H9 -20.855 1.917 -3.652
H10 -19.892 1.922 -4.805
O6 -23.269 -0.055 -6.020
H11 -23.218 0.599 -6.718
H12 -23.766 -0.819 -6.260
O7 -23.096 4.067 -0.694
H13 -22.879 3.155 -0.704
H14 -22.756 4.504 -1.463

=====

ORCA calculation (ωB97M-V with the def2-TZVPD basis set) on a molecular structure, C22H35NO3P2SSn at a distorted geometry.

Values from the calculation:
- charge = +2
- LUMO (alpha / beta) (eV) = -10.122 / -10.409
- frontier orbital gap (alpha / beta) (eV) = 3.21 / 2.88
- relative energy (zero: lowest compared OMol25 entry of this formula, charge and spin) (eV) = 2.264

Cartesian coordinates (Å):
P1 -5.246 1.230 -1.924
P2 -5.319 -0.634 1.089
C1 -6.624 0.075 -1.402
C2 -6.821 -0.070 0.104
H1 -6.443 -0.897 -1.892
H2 -7.542 0.499 -1.838
H3 -7.173 0.870 0.559
H4 -7.590 -0.842 0.266
C3 -5.652 -2.423 0.666
H5 -4.739 -3.009 0.825
H6 -5.964 -2.542 -0.382
H7 -6.456 -2.818 1.303
C4 -6.200 -0.655 2.713
H8 -6.957 -1.450 2.751
H9 -6.685 0.314 2.882
H10 -5.451 -0.831 3.494
C5 -5.358 0.732 -3.713
H11 -4.403 0.992 -4.190
H12 -6.165 1.288 -4.216
H13 -5.540 -0.347 -3.832
C6 -6.257 2.751 -2.061
H14 -6.666 3.013 -1.079
H15 -7.078 2.597 -2.772
H16 -5.610 3.558 -2.421
Sn1 -0.963 1.902 1.803
C7 -2.439 -2.615 0.181
C8 -2.522 -3.478 -0.854
C9 -2.277 -3.260 -2.319
C10 -1.058 -2.364 -2.719
C11 -1.416 -0.977 -3.116
C12 -2.255 -0.185 -2.446
C13 -2.978 -0.557 -1.178
C14 -2.254 -1.126 0.057
C15 -0.166 2.730 -0.074
H17 -2.475 -2.949 1.226
H18 -2.812 -4.505 -0.613
H19 -3.194 -2.903 -2.821
H20 -2.081 -4.270 -2.740
H21 -0.330 -2.309 -1.891
H22 -0.576 -2.871 -3.575
H23 -0.890 -0.606 -3.991
H24 -2.375 0.869 -2.755
H25 -3.810 -1.225 -1.461
H26 -3.401 0.415 -0.829
H27 -1.182 -0.856 0.043
H28 -2.721 -0.654 0.963
H29 0.865 3.004 0.202
H30 -0.754 3.595 -0.396
H31 -0.218 1.918 -0.811
O1 2.599 2.160 3.989
S1 2.564 2.062 2.558
O2 2.762 3.238 1.741
N1 1.192 1.248 2.048
C16 1.408 0.085 1.371
O3 0.487 -0.470 0.756
C17 2.837 -0.274 1.424
C18 3.487 -1.362 0.820
C19 4.883 -1.415 0.868
C20 5.630 -0.382 1.474
C21 4.975 0.722 2.037
C22 3.585 0.734 2.002
H32 2.885 -2.134 0.337
H33 5.409 -2.266 0.428
H34 6.719 -0.428 1.499
H35 5.505 1.562 2.481